[1]
{
  "formula": "C42H34AgN12O",
  "method": "ωB97M-V/def2-TZVPD",
  "largest_force_ev_per_a": 1.095,
  "homo_energy_ev": [-3.7, -3.7],
  "e_tot_ev": -68034.4283,
  "gap_ev": [5.086, 5.062],
  "charge": -1,
  "species": ["Ag", "C", "C", "C", "C", "C", "N", "C", "N", "C", "C", "C", "C", "C", "C", "C", "C", "N", "C", "N", "C", "N", "C", "N", "C", "N", "C", "C", "C", "C", "C", "C", "C", "C", "C", "C", "C", "C", "N", "C", "C", "H", "H", "H", "H", "H", "H", "H", "H", "H", "H", "H", "H", "H", "H", "H", "H", "C", "C", "N", "C", "C", "N", "H", "H", "H", "H", "H", "H", "C", "N", "C", "C", "C", "N", "C", "C", "O", "H", "H", "H", "H", "H", "H", "H", "H", "H", "H", "H", "H"],
  "positions_angstrom": [[-0.233635, -0.247705, -0.959513], [5.731633, 2.622541, -2.553815], [4.931674, 3.362231, -3.445491], [3.551968, 3.251230, -3.419897], [2.976529, 2.389351, -2.487446], [1.593388, 2.056342, -2.174342], [1.557949, 1.166747, -1.171954], [2.840611, 0.903411, -0.817038], [3.116448, 0.101491, 0.218180], [1.774759, -2.011749, 0.599695], [1.836031, -3.279518, 1.451692], [2.866079, -3.940199, 2.100131], [2.550153, -5.058255, 2.874192], [1.235732, -5.505051, 2.998416], [0.203800, -4.841774, 2.341331], [0.529766, -3.735992, 1.577123], [-0.360741, -2.755946, 0.894636], [-1.688001, -3.058856, 0.707385], [-2.458280, -2.393698, -0.112426], [-2.174393, -1.295025, -0.847003], [-3.297499, -0.862154, -1.457408], [-3.497133, 0.270595, -2.097963], [-2.565826, 1.219596, -2.317820], [-1.236176, 1.117284, -2.327934], [-0.711015, 2.374604, -2.611916], [0.530314, 2.733181, -2.705993], [-1.814822, 3.324084, -2.854736], [-1.837576, 4.683673, -3.106887], [-3.077601, 5.306324, -3.181667], [-4.255060, 4.579305, -2.978772], [-4.217890, 3.219295, -2.695435], [-2.978772, 2.604592, -2.636867], [-4.409537, -1.811306, -1.173717], [-5.711093, -1.895888, -1.636086], [-6.487834, -2.964950, -1.196417], [-5.967221, -3.914854, -0.314769], [-4.648750, -3.831431, 0.126301], [-3.877982, -2.784927, -0.343938], [0.307965, -1.695149, 0.563831], [3.777818, 1.630437, -1.619473], [5.170410, 1.750412, -1.639512], [6.809351, 2.740417, -2.587007], [5.409552, 4.022369, -4.161179], [2.919183, 3.817959, -4.097373], [3.889157, -3.608590, 1.987273], [3.343260, -5.587800, 3.393423], [1.018613, -6.364294, 3.623341], [-0.831168, -5.153993, 2.436831], [-0.911017, 5.230383, -3.239315], [-3.140170, 6.366002, -3.392774], [-5.208807, 5.092443, -3.028470], [-5.124950, 2.654802, -2.509897], [-6.104000, -1.144229, -2.313771], [-7.511088, -3.065942, -1.540530], [-6.597883, -4.733497, 0.016495], [-4.221000, -4.568080, 0.796698], [5.793185, 1.171385, -0.966041], [3.478752, -2.702938, -2.677715], [3.344781, -2.596121, -1.167820], [2.144749, -2.169651, -0.794739], [2.469884, -0.780708, 1.199564], [3.925043, -0.515284, 1.029295], [4.387644, -2.892427, -0.400251], [2.547479, -2.416532, -3.161204], [3.729734, -3.728387, -2.958854], [4.281407, -2.048476, -3.026570], [1.928299, -0.287233, 2.006655], [4.751044, -1.180340, 0.745373], [5.165682, -3.178028, -0.986507], [0.537717, 3.211306, 1.282044], [-0.012524, 2.470771, 2.404512], [0.498373, 2.820015, 3.715980], [-0.423586, 2.324207, 4.809549], [-0.742635, 0.865585, 4.562723], [-1.308059, 0.698339, 3.241131], [-2.119139, -0.483565, 3.011528], [-0.909883, 1.451409, 2.159687], [-1.318763, 1.218347, 1.029277], [0.181015, 4.247074, 1.282199], [0.239075, 2.734166, 0.356625], [1.630337, 3.213355, 1.336515], [0.587645, 3.906765, 3.765306], [1.505417, 2.406381, 3.857368], [-1.353574, 2.898719, 4.794355], [0.049093, 2.454183, 5.784191], [-1.477145, 0.511482, 5.286056], [0.159691, 0.252092, 4.688583], [-3.009461, -0.460260, 3.647976], [-1.554976, -1.396575, 3.222313], [-2.421523, -0.499300, 1.970470]],
  "forces_ev_per_a": [[0.8, 0.1, 0.0], [0.0, -0.1, 0.1], [-0.1, 0.0, 0.0], [0.1, 0.1, 0.0], [-0.5, 0.1, -0.2], [0.4, -0.3, 0.1], [0.0, 0.6, -0.3], [0.4, -0.1, -0.1], [0.0, 0.1, 0.6], [0.4, 0.2, -0.1], [-0.2, 0.3, 0.1], [0.0, -0.1, -0.1], [-0.1, 0.0, 0.0], [0.1, 0.0, 0.0], [0.0, -0.1, 0.0], [-0.2, 0.0, 0.0], [0.3, 0.1, -0.1], [-0.2, 0.1, 0.1], [0.4, -0.4, 0.4], [-0.8, -0.2, -0.3], [0.3, 0.5, 0.3], [-0.1, -0.1, -0.2], [0.4, -0.3, 0.1], [-0.8, 0.4, -0.3], [0.9, 0.1, -0.5], [-0.6, 0.0, 0.5], [0.0, -0.1, 0.0], [0.1, 0.0, -0.1], [-0.1, -0.1, 0.0], [0.1, 0.1, 0.0], [-0.1, -0.1, 0.0], [-0.2, 0.1, 0.1], [-0.1, -0.1, -0.3], [0.0, 0.1, 0.0], [0.1, 0.0, 0.1], [0.0, 0.1, -0.1], [0.1, -0.1, 0.0], [0.0, 0.0, 0.1], [0.2, -0.8, 0.1], [-0.1, -0.2, 0.3], [0.1, 0.0, -0.1], [0.0, 0.0, 0.0], [0.0, 0.0, 0.0], [0.1, 0.0, 0.1], [0.0, 0.0, 0.0], [-0.1, 0.0, 0.0], [0.0, 0.0, 0.0], [0.1, 0.0, 0.0], [-0.1, 0.0, 0.0], [0.0, 0.0, 0.0], [0.0, 0.0, 0.0], [0.1, 0.0, 0.0], [0.0, -0.1, 0.1], [0.0, 0.0, 0.0], [0.1, 0.1, 0.0], [0.0, 0.0, 0.0], [0.0, 0.0, 0.0], [0.0, 0.0, 0.0], [-0.1, 0.1, 0.2], [0.0, -0.2, 0.1], [0.0, -0.4, 0.1], [-0.6, -0.3, -0.9], [-0.3, 0.1, 0.2], [0.0, 0.0, 0.0], [0.0, 0.0, 0.0], [0.0, 0.0, 0.0], [0.1, 0.1, 0.0], [0.1, 0.3, 0.2], [0.0, 0.0, -0.1], [-0.1, 0.0, 0.1], [-0.1, 0.0, 0.0], [-0.1, -0.1, -0.1], [0.0, 0.0, -0.1], [0.0, 0.0, -0.1], [-0.1, 0.1, 0.0], [0.1, 0.1, 0.0], [0.3, -0.1, -0.1], [-0.2, 0.3, 0.2], [0.0, 0.0, 0.0], [0.0, 0.0, 0.0], [0.0, 0.0, 0.0], [0.0, 0.1, 0.0], [0.0, 0.0, 0.0], [0.0, 0.0, 0.0], [0.0, 0.0, 0.0], [0.0, -0.1, 0.1], [0.0, 0.0, 0.0], [0.0, 0.0, 0.0], [0.0, 0.0, 0.0], [0.0, 0.0, 0.0]]
}

***

[2]
{
  "formula": "C42H34N6O4PRuS",
  "method": "ωB97M-V/def2-TZVPD",
  "largest_force_ev_per_a": 0.881,
  "homo_energy_ev": [-0.2, -2.3],
  "e_tot_ev": -83937.8967,
  "gap_ev": [4.180, 5.855],
  "charge": -2,
  "spin_multiplicity": 6,
  "s_squared": 8.830,
  "species": ["Ru", "O", "C", "C", "C", "C", "C", "C", "C", "O", "N", "O", "O", "H", "H", "H", "H", "C", "C", "C", "C", "C", "C", "P", "C", "C", "C", "C", "C", "C", "C", "C", "C", "C", "C", "C", "C", "C", "C", "C", "H", "H", "H", "H", "H", "H", "H", "H", "H", "H", "H", "H", "H", "H", "H", "H", "S", "C", "N", "C", "C", "C", "N", "H", "H", "H", "H", "C", "C", "C", "C", "C", "H", "H", "H", "H", "H", "H", "H", "H", "H", "H", "N", "C", "C", "C", "N", "C", "N"],
  "positions_angstrom": [[0.439418, 0.382095, -0.102663], [0.319832, 2.452192, 0.639670], [-0.153922, 2.908924, 1.675577], [-1.258051, 2.416456, 2.442461], [-1.665134, 3.163139, 3.542226], [-2.711853, 2.754028, 4.347423], [-3.369665, 1.527490, 4.061898], [-2.995368, 0.774178, 3.001674], [-1.943160, 1.183666, 2.094430], [-1.689397, 0.500731, 1.087381], [-3.135502, 3.547715, 5.436065], [-2.561942, 4.608037, 5.666075], [-4.076336, 3.159384, 6.124703], [0.307122, 3.829299, 2.077544], [-1.171236, 4.103215, 3.756437], [-4.176569, 1.223585, 4.713395], [-3.496761, -0.158435, 2.775399], [5.551793, -0.982673, -2.864178], [4.908733, 0.116130, -2.313304], [3.592766, 0.008788, -1.892126], [2.915002, -1.205706, -1.978946], [3.571373, -2.304934, -2.529926], [4.878411, -2.190502, -2.980366], [1.134498, -1.251577, -1.498550], [0.874156, -3.015114, -1.220259], [1.613612, -3.615314, -0.222166], [1.309488, -4.884377, 0.257055], [0.209945, -5.598759, -0.285930], [-0.587420, -5.052849, -1.226088], [-0.441365, -3.623304, -1.685271], [0.368174, -0.882217, -3.109524], [0.612427, -1.524457, -4.296794], [-0.077509, -1.128643, -5.457782], [-0.990230, -0.107846, -5.407299], [-1.229936, 0.597856, -4.204644], [-2.144622, 1.671761, -4.118587], [-2.314822, 2.316197, -2.922182], [-1.599231, 1.928414, -1.770926], [-0.703503, 0.877030, -1.772741], [-0.523574, 0.214089, -3.032165], [6.577486, -0.899097, -3.203085], [5.438181, 1.054400, -2.202805], [3.074545, 0.863524, -1.477184], [3.057194, -3.256399, -2.587237], [5.376260, -3.048001, -3.418395], [2.470987, -3.081875, 0.173234], [1.911186, -5.333680, 1.035080], [0.020895, -6.610315, 0.057492], [-1.417850, -5.617131, -1.634702], [-0.476372, -3.596768, -2.783286], [1.334163, -2.332643, -4.337263], [0.118422, -1.638030, -6.394764], [-1.538330, 0.178416, -6.299427], [-2.686831, 1.982262, -5.005927], [-3.027664, 3.131871, -2.852709], [-1.799531, 2.463144, -0.849514], [0.249039, -1.581158, 2.019595], [0.516402, -0.800102, 3.518359], [-0.452249, -1.072740, 4.488750], [-0.334522, -0.607264, 5.797006], [0.751209, 0.168098, 6.102965], [1.662849, 0.457535, 5.084751], [1.533914, -0.036041, 3.812277], [-1.242645, -1.609986, 4.185915], [-1.115824, -0.877785, 6.491624], [0.898827, 0.534534, 7.109949], [2.539177, 1.067686, 5.271262], [-3.791758, -3.889119, -0.786632], [-2.996576, -2.956750, -1.727860], [-3.718576, -1.601957, -1.733719], [-3.002821, -3.516878, -3.152620], [-1.606869, -2.812474, -1.167272], [-4.813067, -4.017661, -1.158128], [-3.838612, -3.439273, 0.206928], [-3.320653, -4.869621, -0.691960], [-4.782130, -1.739101, -1.956888], [-3.288189, -0.946160, -2.488706], [-3.615425, -1.110286, -0.766366], [-4.028965, -3.572805, -3.524379], [-2.566916, -4.518564, -3.196351], [-2.438848, -2.856922, -3.817912], [-1.554271, -2.546457, -0.115272], [2.248186, 0.535939, 0.884783], [3.322591, 0.767533, 1.239679], [4.619189, 1.075072, 1.629742], [5.429400, 0.171927, 2.347176], [6.142564, -0.526122, 2.931798], [5.165906, 2.336477, 1.320460], [5.645692, 3.360357, 1.070430]],
  "forces_ev_per_a": [[-0.2, -0.6, -0.5], [-0.1, 0.1, 0.2], [0.1, 0.3, 0.1], [-0.1, -0.2, 0.1], [0.0, 0.1, 0.1], [0.2, -0.4, -0.6], [0.0, 0.1, 0.1], [-0.2, 0.1, 0.1], [-0.1, -0.2, -0.2], [-0.2, 0.2, -0.2], [-0.1, 0.3, 0.4], [0.1, 0.1, -0.1], [-0.1, -0.2, 0.0], [0.0, 0.0, 0.0], [0.0, 0.0, 0.1], [0.0, 0.0, 0.0], [0.0, 0.0, 0.0], [0.0, 0.0, 0.0], [0.1, 0.0, 0.0], [-0.1, -0.1, 0.0], [0.0, 0.0, 0.0], [0.0, 0.0, 0.1], [0.0, 0.0, 0.0], [0.2, 0.4, 0.1], [-0.6, -0.1, 0.5], [0.1, 0.3, -0.5], [0.1, -0.2, 0.1], [0.0, -0.1, -0.1], [0.0, 0.0, -0.1], [0.4, 0.1, 0.1], [0.0, -0.1, -0.1], [0.0, 0.0, 0.2], [-0.1, 0.0, -0.1], [0.1, 0.0, 0.0], [0.1, 0.0, 0.1], [0.0, 0.1, 0.0], [-0.1, -0.1, -0.2], [0.0, -0.1, 0.1], [0.0, 0.0, 0.2], [-0.2, -0.1, -0.2], [0.0, 0.0, 0.0], [0.0, 0.0, 0.0], [0.1, 0.0, 0.0], [0.0, 0.0, 0.0], [0.0, 0.0, 0.0], [0.0, 0.0, 0.1], [0.0, 0.1, 0.0], [0.0, 0.0, 0.0], [0.0, 0.0, 0.0], [0.0, 0.0, 0.0], [0.0, 0.0, 0.0], [0.0, 0.0, 0.0], [0.0, 0.0, 0.0], [0.0, 0.0, 0.0], [0.0, 0.0, 0.0], [0.1, 0.0, 0.0], [0.0, -0.4, -0.7], [0.1, 0.4, 0.8], [0.2, 0.1, -0.1], [-0.2, -0.1, 0.2], [0.2, 0.1, -0.4], [-0.1, 0.2, 0.6], [-0.1, -0.3, -0.6], [0.0, 0.0, 0.0], [0.0, 0.0, 0.0], [0.0, 0.0, 0.0], [0.0, 0.0, 0.0], [0.1, 0.0, 0.0], [-0.2, 0.0, 0.0], [0.2, 0.0, 0.0], [0.0, 0.1, 0.1], [-0.2, -0.3, 0.0], [0.0, 0.0, 0.0], [0.0, -0.1, 0.0], [-0.1, 0.0, 0.0], [0.0, 0.0, 0.0], [0.1, 0.1, 0.0], [0.0, 0.1, 0.0], [0.0, 0.0, 0.0], [0.0, 0.0, -0.1], [0.0, -0.1, 0.0], [0.1, 0.3, 0.0], [0.8, 0.2, 0.2], [-0.3, -0.1, 0.0], [0.2, 0.1, 0.1], [0.1, -0.2, 0.1], [0.0, 0.0, 0.0], [0.0, 0.2, -0.1], [0.0, 0.0, 0.0]]
}